[1]
This record from the OMol25 dataset describes a molecular structure, C23H15Cl5CoN3OSbSe4. The level of theory is ωB97M-V with the def2-TZVPD basis set.

```
53
Properties=species:S:1:pos:R:3:forces:R:3:lowdin_charge:R:1
Co -0.4471 -0.7702 0.0526 -0.4 -0.5 0.3 0.386
Cl -2.1370 -2.4140 -1.6539 0.0 -0.1 0.0 0.708
C -0.5403 -3.1124 -1.5295 -0.1 0.1 0.0 -0.659
C 0.3830 -2.4191 -0.7455 -0.3 0.1 0.0 -0.246
C 1.6293 -3.0213 -0.6711 0.2 0.1 0.2 -0.667
Cl 2.8579 -2.3304 0.3734 -0.1 0.0 -0.1 0.641
C 1.9630 -4.1951 -1.3480 0.1 -0.1 0.0 -0.708
Cl 3.5576 -4.8715 -1.2424 -0.1 0.0 0.0 0.623
C 1.0032 -4.8412 -2.1170 0.0 0.0 0.0 -0.714
Cl 1.3848 -6.3072 -2.9557 0.0 0.0 0.0 0.629
C -0.2766 -4.2986 -2.2013 0.0 0.0 0.0 -0.707
Cl -1.4975 -5.0967 -3.1262 0.0 0.0 0.0 0.656
C -0.8039 -3.4361 3.3769 -0.1 0.0 0.0 -0.110
C -1.3020 -2.5475 4.3710 0.0 -0.1 0.0 -0.123
C -1.6245 -1.2746 4.0156 0.0 0.1 -0.1 -0.054
C -1.4655 -0.8336 2.6756 0.0 -0.1 0.0 -0.214
N -0.9232 -1.6949 1.7267 0.2 0.2 0.0 0.016
C -0.6323 -2.9455 2.1074 0.0 0.0 -0.1 -0.149
C -1.8394 0.4429 2.1929 -0.1 0.1 0.0 -0.222
C -2.5256 1.4232 2.9511 0.1 -0.1 0.0 -0.040
C -2.8685 2.6141 2.3696 0.0 0.1 0.0 -0.087
C -2.5339 2.8628 1.0312 0.0 0.0 0.1 -0.086
C -1.8656 1.8718 0.3472 0.0 0.1 0.0 -0.209
N -1.5225 0.6960 0.8852 0.1 -0.1 -0.1 0.022
H -0.5567 -4.4651 3.5934 0.0 0.0 0.0 0.077
H -1.4189 -2.8746 5.3973 0.0 0.0 0.0 0.084
H -1.9963 -0.5806 4.7573 0.0 0.0 0.0 0.090
H -0.2396 -3.5895 1.3302 0.0 0.0 0.0 0.098
H -2.7954 1.2137 3.9768 0.0 0.0 0.0 0.087
H -3.4088 3.3597 2.9423 0.0 0.0 0.0 0.096
H -2.8073 3.7661 0.5021 0.0 0.0 0.0 0.013
H -1.5833 2.0442 -0.6847 0.1 0.0 0.0 -0.006
Se -5.1899 -0.1797 -3.4735 0.1 0.0 0.0 -0.189
Sb -3.0047 3.0675 -3.4216 0.0 0.0 0.0 0.029
Se -3.8690 0.8271 -1.9526 -0.1 0.0 -0.2 -0.216
Se -3.7584 4.8520 -1.9304 0.0 0.0 0.0 -0.424
Se -0.5098 2.9038 -3.1178 0.0 0.0 0.1 -0.275
N 1.2945 0.3345 0.7402 0.3 0.1 0.1 0.194
C 2.0279 1.0672 0.2489 -0.1 0.4 -0.2 -0.102
C 2.8512 2.0286 -0.4405 -0.1 -0.4 0.2 -0.208
C 3.7387 1.5770 -1.4095 0.1 0.1 -0.1 -0.020
C 4.5136 2.5004 -2.0926 -0.1 -0.1 0.0 -0.077
C 4.3924 3.8532 -1.8060 0.0 0.0 0.0 -0.085
C 3.4947 4.2947 -0.8435 0.0 -0.1 0.0 -0.072
C 2.7151 3.3809 -0.1537 0.0 0.1 -0.1 -0.020
H 3.7987 0.5189 -1.6270 0.0 0.0 0.0 0.118
H 5.1984 2.1628 -2.8588 0.0 0.0 0.0 0.100
H 4.9899 4.5728 -2.3513 0.0 0.0 0.0 0.098
H 3.3843 5.3515 -0.6422 0.0 0.0 0.0 0.104
H 1.9870 3.7058 0.5764 0.0 0.0 0.0 0.125
O -0.1813 0.0728 -1.7500 -0.1 0.2 -0.1 -0.192
H -0.7756 -0.3177 -2.4071 0.0 -0.1 0.1 0.026
H -0.2646 1.0511 -1.9883 0.1 0.0 0.0 -0.138
```
Forces are in eV/Å.

Computed properties:
Net charge   -2
2S+1   4
HOMO level (spin up / spin down)   -0.5145 / -1.2555 eV
Gap between HOMO and LUMO (spin up / spin down)   0.155 / 0.182 hartree

***

[2]
This record from the OMol25 dataset describes a single C3H5NSSi molecule at a distorted geometry. The level of theory is ωB97M-V with the def2-TZVPD basis set.

```
11
Properties=species:S:1:pos:R:3:forces:R:3:lowdin_charge:R:1
Si 1.9538 0.1047 0.0602 -0.7 -1.9 0.1 0.650
C 0.1000 -0.0817 -0.3431 -2.5 3.8 -0.2 -0.412
C -1.1300 1.2949 -0.3917 3.2 -7.3 0.9 -0.348
S -2.4841 0.4860 0.0403 -0.3 0.6 -0.2 0.958
C -1.8474 -1.0928 0.1878 0.2 1.7 -0.7 -0.477
N -0.5579 -1.1576 -0.0710 -0.2 -1.1 0.5 -0.114
H 3.0334 -0.8267 -0.3190 -0.1 -0.1 -1.4 -0.104
H 2.0662 -0.5580 1.3680 -0.4 1.0 0.9 -0.083
H 2.3325 1.4087 -0.3413 0.4 1.3 0.2 -0.098
H -0.8793 2.2675 -0.5035 0.3 2.9 -0.3 -0.023
H -2.5872 -1.8450 0.3133 0.1 -0.9 0.2 0.050
```
Forces are in eV/Å.

Computed properties:
Net charge   0
SMILES string   [SiH3]c1cscn1
HOMO level (spin up / spin down)   -8.3629 / -8.3628 eV
Gap between HOMO and LUMO (spin up / spin down)   0.315 / 0.315 hartree
Energy relative to the best compared isomer or geometry (same formula, charge and spin)   2.620 eV